{"formula": "C32H51BrFI2NO7P", "method": "the ωB97M-V functional and the def2-TZVPD basis", "symbols": ["C", "C", "C", "C", "C", "C", "C", "C", "C", "C", "C", "C", "C", "F", "C", "C", "C", "C", "O", "O", "Br", "C", "C", "C", "C", "C", "C", "C", "C", "C", "I", "C", "C", "I", "N", "P", "O", "O", "O", "H", "H", "H", "H", "H", "H", "H", "H", "H", "H", "H", "H", "H", "H", "H", "H", "H", "H", "H", "H", "H", "H", "H", "H", "H", "H", "H", "H", "H", "H", "H", "H", "H", "H", "H", "H", "H", "H", "H", "C", "C", "O", "H", "H", "H", "H", "H", "H", "C", "C", "O", "H", "H", "H", "H", "H", "H"], "xyz": [[7.3960, -3.4234, 1.0925], [6.0755, -3.1313, 0.3403], [5.6115, -4.2879, -0.5789], [4.1748, -4.6967, -0.2514], [3.7077, -5.9006, -1.0610], [2.2119, -6.2008, -0.9224], [1.7240, -6.3443, 0.5341], [0.4197, -5.5980, 0.8085], [0.6120, -4.0757, 0.6334], [-0.2636, -3.2829, 1.6335], [-0.8661, -2.0461, 1.0377], [-2.1764, -2.0887, 0.5724], [-3.0514, -3.3144, 0.6312], [-2.3657, -4.4185, 0.1631], [-3.6205, -3.5578, 2.0429], [-3.7946, -5.0354, 2.3713], [-2.7276, -0.9431, 0.0249], [-4.1640, -0.9367, -0.3978], [-4.9943, -0.7246, 0.4039], [-4.5311, -1.1745, -1.6728], [-3.2432, -1.9237, -2.7558], [-2.0031, 0.2465, -0.0744], [-2.7628, 1.3934, -0.6632], [-3.5868, 2.1832, 0.1509], [-4.3709, 3.2011, -0.3780], [-4.3637, 3.4478, -1.7493], [-3.5483, 2.6663, -2.5712], [-2.7705, 1.6441, -2.0382], [-0.6904, 0.2837, 0.3912], [0.1161, 1.5485, 0.3154], [0.6895, 1.9083, -1.7389], [-0.5311, 2.7613, 1.1004], [0.3664, 3.1235, 2.3037], [-0.6818, 4.5162, -0.1153], [-0.1422, -0.8808, 0.9254], [1.5531, -0.7261, 1.4310], [2.3314, -0.2688, 0.2925], [2.1147, -2.0514, 2.0588], [1.4516, 0.2780, 2.6383], [7.7205, -4.4472, 0.9430], [7.2420, -3.2818, 2.1575], [8.1837, -2.7564, 0.7656], [5.2852, -2.9355, 1.0631], [6.2290, -2.2383, -0.2566], [5.6188, -3.9513, -1.6120], [6.2582, -5.1476, -0.4468], [3.4928, -3.8628, -0.4326], [4.1432, -4.8996, 0.8198], [4.2602, -6.7957, -0.7865], [3.9120, -5.6635, -2.1034], [1.6160, -5.4481, -1.4378], [2.0059, -7.1409, -1.4264], [2.4756, -6.0657, 1.2672], [1.5167, -7.3989, 0.7084], [0.1242, -5.8278, 1.8319], [-0.3362, -5.9891, 0.1342], [0.2803, -3.8309, -0.3719], [1.6642, -3.8988, 0.7796], [0.2816, -3.0066, 2.5318], [-1.0393, -3.9446, 1.9805], [-3.9060, -3.2049, -0.0334], [-4.5276, -2.9790, 2.1815], [-2.8990, -3.1493, 2.7513], [-4.3667, -5.5614, 1.6159], [-4.2937, -5.1149, 3.3313], [-2.8266, -5.5092, 2.4974], [-3.6322, 1.9893, 1.2128], [-5.0017, 3.7759, 0.2802], [-4.9820, 4.2255, -2.1655], [-3.5481, 2.8753, -3.6293], [-2.1725, 1.0436, -2.7042], [1.0892, 1.4636, 0.7522], [-1.4934, 2.4926, 1.5071], [0.0308, 2.5699, 3.1771], [1.4182, 2.9647, 2.0927], [0.2504, 4.1737, 2.5400], [3.0605, -2.1060, 1.8404], [1.5663, -0.1562, 3.4966], [0.4398, 9.2149, -1.1189], [0.7194, 9.3787, 0.3625], [-0.1265, 8.5542, 1.1612], [-0.6012, 9.4506, -1.3384], [1.0838, 9.8670, -1.7120], [0.6105, 8.1814, -1.4292], [0.5326, 10.4039, 0.6769], [1.7667, 9.1425, 0.5809], [0.0248, 7.6381, 0.9095], [-2.4253, 7.7078, -4.1986], [-1.4922, 6.8352, -3.3820], [-1.8223, 6.8667, -1.9926], [-2.3890, 8.7376, -3.8434], [-2.1538, 7.6913, -5.2545], [-3.4585, 7.3645, -4.1031], [-0.4662, 7.1908, -3.4639], [-1.5244, 5.7988, -3.7387], [-2.7243, 6.5445, -1.8973]], "atomic_forces_ev_per_a": [[-0.6, 0.2, 0.0], [0.7, -0.6, -0.3], [-0.7, 0.8, 0.4], [0.3, -0.3, 0.0], [-0.5, 0.4, 0.1], [0.2, -0.1, 0.4], [-0.5, -0.5, -0.3], [0.7, 0.0, 0.1], [-1.0, -0.9, 0.3], [0.5, 0.2, 0.1], [-0.3, -0.2, 0.0], [0.0, 0.2, -0.3], [-0.6, -0.2, 0.6], [0.3, -0.1, -0.1], [1.0, -0.1, 0.1], [-0.1, 0.3, 0.2], [1.0, 0.1, -0.3], [0.6, -0.2, -0.6], [-1.4, 0.4, 1.2], [0.4, -0.3, -0.4], [-0.2, 0.2, 0.0], [-0.3, 0.0, 0.1], [-0.2, 0.9, -0.2], [0.1, -0.1, -0.2], [0.1, -0.3, -0.3], [0.6, -0.5, 0.3], [-0.4, 0.3, 0.4], [0.0, 0.1, 0.1], [-0.1, -0.2, -0.2], [-0.5, 0.7, 0.1], [0.2, -0.8, 0.0], [1.2, 0.0, -0.1], [-0.5, 0.2, -0.2], [-0.8, 0.4, 0.3], [-0.5, -0.2, 0.2], [1.3, 0.6, -0.9], [-0.1, -0.1, 0.0], [-0.3, 0.0, 0.5], [-0.3, -0.3, 0.4], [0.1, -0.1, 0.0], [0.2, 0.0, 0.2], [0.2, 0.0, 0.0], [-0.1, 0.2, 0.1], [-0.3, 0.2, 0.0], [0.3, -0.2, -0.2], [0.2, -0.2, -0.2], [0.0, 0.2, -0.1], [-0.1, -0.1, 0.2], [0.3, 0.0, 0.0], [0.1, -0.3, -0.2], [0.1, 0.2, -0.1], [-0.1, -0.1, -0.2], [0.1, 0.2, 0.0], [0.1, -0.1, 0.2], [-0.2, 0.0, 0.1], [-0.3, 0.1, 0.0], [0.4, 0.3, -0.2], [0.1, 0.5, -0.2], [0.1, -0.2, 0.0], [-0.4, 0.0, -0.1], [0.1, 0.1, -0.3], [-0.2, 0.0, -0.2], [0.0, 0.1, 0.2], [-0.1, -0.1, -0.1], [-0.2, -0.1, 0.1], [0.1, -0.2, -0.2], [0.0, 0.0, 0.1], [-0.1, 0.1, 0.1], [-0.1, 0.1, -0.1], [0.1, -0.2, -0.2], [0.1, -0.1, 0.0], [0.2, -0.2, -0.1], [-0.4, 0.1, -0.4], [0.3, -0.2, 0.1], [0.1, -0.1, 0.1], [-0.1, 0.1, 0.1], [0.0, -0.2, -0.2], [0.0, 0.2, 0.1], [-0.1, 0.0, 0.0], [0.0, -0.3, 0.0], [0.0, 0.1, 0.0], [0.0, 0.0, 0.0], [0.0, 0.0, 0.0], [0.1, 0.0, 0.0], [0.0, 0.0, 0.1], [0.0, 0.1, 0.0], [0.0, 0.0, 0.0], [0.0, 0.0, 0.1], [-0.2, -0.1, 0.0], [0.2, -0.1, 0.0], [0.0, 0.0, 0.0], [0.0, 0.0, 0.0], [0.0, 0.0, -0.1], [0.0, 0.0, 0.1], [0.1, 0.0, -0.1], [0.0, 0.0, 0.0]], "mulliken_charge": [-1.226, 0.174, -0.974, 0.130, -1.125, -0.673, -1.106, -0.860, 0.344, -1.890, 1.101, 1.272, -1.002, -0.374, -0.594, -1.285, -1.550, 0.417, -0.491, -0.468, 0.134, 0.850, 0.569, 0.159, -1.139, -0.554, -1.182, -0.193, 0.382, -2.538, 0.252, 0.662, -1.473, 0.216, 0.486, 0.750, -0.640, -0.573, -0.457, 0.323, 0.343, 0.291, -0.290, 0.442, 0.315, 0.398, 0.111, 0.390, 0.385, 0.371, 0.286, 0.451, 0.433, 0.543, 0.442, 0.259, 0.539, -0.253, 0.866, 0.256, 1.003, 0.507, 0.312, 0.342, 0.412, 0.245, 0.499, 0.466, 0.535, 0.497, 0.633, 1.233, 0.074, 0.309, 0.336, 0.553, 0.281, 0.322, -0.741, -0.298, -0.478, 0.222, 0.388, 0.120, 0.303, 0.238, 0.214, -1.114, -0.231, -0.327, 0.273, 0.364, 0.307, 0.325, 0.264, 0.182], "total_charge": 1, "multiplicity": 1, "e_homo_ev": -10.947, "fmax_ev_per_a": 1.90}


{"formula": "C5H5NO", "method": "the ωB97M-V functional and the def2-TZVPD basis", "symbols": ["N", "C", "C", "O", "C", "C", "C", "H", "H", "H", "H", "H"], "xyz": [[-0.3470, -3.0618, -0.2854], [-0.5145, -1.9690, 0.0561], [-0.7226, -0.5988, 0.5651], [0.3705, -0.2014, 1.4130], [0.5731, 0.9443, 0.5959], [0.8888, 0.6150, -0.8272], [-0.5351, 0.6165, -0.3567], [-1.6714, -0.5672, 1.1073], [0.8159, 1.8848, 1.0784], [1.2322, 1.4746, -1.3979], [1.2444, -0.3490, -1.1729], [-1.3342, 1.2119, -0.7757]], "atomic_forces_ev_per_a": [[-0.2, 1.2, 0.3], [0.1, -0.9, -0.4], [-0.3, -0.1, 0.0], [0.0, -0.1, 0.0], [0.2, 0.4, 0.0], [0.0, -0.1, -0.2], [-0.3, 0.1, -0.1], [0.1, 0.0, 0.0], [0.1, -0.2, -0.1], [-0.3, -0.2, 0.0], [0.5, 0.1, 0.3], [0.0, -0.1, 0.2]], "mulliken_charge": [-0.428, -0.005, 0.309, -0.406, -0.021, -0.662, -0.309, 0.309, 0.375, 0.259, 0.222, 0.359], "e_above_lowest_kj_mol": 259.7, "multiplicity": 1, "e_homo_ev": -10.147, "fmax_ev_per_a": 1.21}


{"formula": "C19H20O2Si", "method": "the ωB97M-V functional and the def2-TZVPD basis", "symbols": ["C", "Si", "C", "C", "O", "C", "C", "C", "C", "C", "C", "C", "C", "C", "C", "C", "C", "C", "C", "C", "C", "O", "H", "H", "H", "H", "H", "H", "H", "H", "H", "H", "H", "H", "H", "H", "H", "H", "H", "H", "H", "H"], "xyz": [[-1.9513, -3.2774, 1.0138], [-0.8456, -1.9989, 0.1412], [-1.4910, -1.9571, -1.5939], [1.0243, -2.4279, 0.0547], [-1.0185, -0.5362, 0.9574], [-0.4174, 0.7337, 0.6436], [-0.6385, 1.1206, -0.8116], [-1.8391, 1.3800, -1.4510], [-1.8455, 1.4465, -2.8209], [-0.6503, 1.2102, -3.5208], [0.5383, 0.8952, -2.8762], [0.5461, 0.8611, -1.4905], [1.6305, 0.6895, -0.5148], [2.9983, 0.7854, -0.6192], [3.6964, 0.9626, 0.5433], [3.0985, 1.0942, 1.8049], [1.7249, 0.9395, 1.9666], [1.0563, 0.6888, 0.7531], [0.9533, 1.3295, 3.1542], [-0.3288, 1.6396, 3.0255], [-0.9998, 1.7670, 1.6640], [-2.4446, 1.6417, 1.7303], [-3.0209, -3.0794, 0.9572], [-1.6183, -3.2541, 2.0477], [-1.8096, -4.2983, 0.5343], [-0.8809, -1.4137, -2.2675], [-1.5353, -2.9784, -1.9678], [-2.5219, -1.5837, -1.6126], [1.4159, -2.5628, 1.0600], [1.6144, -1.6928, -0.5205], [1.1486, -3.3742, -0.4799], [-2.7254, 1.6311, -0.8936], [-2.7314, 1.7060, -3.3499], [-0.6330, 1.2598, -4.5942], [1.4074, 0.6914, -3.4666], [3.5463, 0.8604, -1.5260], [4.7575, 1.0856, 0.5074], [3.6783, 1.2563, 2.6877], [1.4330, 1.4095, 4.1141], [-0.8978, 1.8690, 3.9186], [-0.7876, 2.7877, 1.2214], [-2.6359, 0.6925, 1.8762]], "atomic_forces_ev_per_a": [[0.9, -0.4, -0.7], [0.3, -0.1, -0.4], [-0.8, -0.4, 0.4], [-0.8, -0.2, -0.3], [-0.2, -0.1, -0.1], [-1.5, 0.7, 0.8], [-0.3, -1.3, 0.5], [0.2, 0.4, 0.5], [1.3, 0.0, -0.6], [-0.3, -0.1, 0.1], [-0.4, 0.2, 0.1], [-0.2, 0.3, -0.7], [-0.2, 0.2, 0.6], [-0.1, 0.2, 0.1], [0.4, 0.2, 1.6], [-0.2, -0.8, -0.2], [0.2, 0.5, -1.8], [0.3, 0.6, 0.7], [0.1, -0.5, -0.4], [-0.4, 0.2, -0.2], [-0.6, -0.2, -0.6], [1.0, -0.2, 0.1], [0.1, 0.3, 0.0], [-0.2, -0.5, 0.3], [0.1, 1.2, 0.8], [0.5, 0.7, -0.7], [0.0, -0.3, 0.0], [0.2, 0.1, -0.1], [0.3, 0.2, 0.1], [-0.4, -0.3, 0.5], [-0.1, -0.1, 0.1], [-0.2, -0.2, 0.3], [-0.5, 0.1, -0.4], [-0.1, 0.0, -0.3], [0.5, 0.0, -0.2], [0.1, -0.1, -0.9], [0.5, 0.0, -0.1], [0.6, 0.3, 0.3], [0.2, -0.2, 0.2], [-0.2, 0.2, -0.2], [-0.3, -0.9, 0.6], [0.3, 0.5, -0.2]], "mulliken_charge": [-1.140, 0.377, -1.045, -0.884, -0.611, 2.655, -1.128, -0.555, -0.886, -0.606, -0.715, 1.194, -0.612, -0.610, -1.074, -0.654, 0.323, 0.505, -0.867, -1.044, 0.092, -0.617, 0.328, 0.286, 0.284, 0.331, 0.462, 0.290, 0.286, 0.225, 0.441, 0.542, 0.479, 0.407, 0.507, 0.500, 0.415, 0.442, 0.416, 0.452, 0.412, 0.396], "e_above_lowest_kj_mol": 50.3, "multiplicity": 1, "e_homo_ev": -8.398, "smiles": "C[Si](C)(C)O[C@]12c3ccccc3-c3cccc(c31)C=C[C@@H]2O", "fmax_ev_per_a": 1.88}